(1)
DFT (ωB97M-V/def2-TZVPD) results for a molecular structure, FIrNO3S2 at a distorted geometry.

```
8
FIrNO3S2 ωB97M-V/def2-TZVPD
Ir -0.16895 2.01842 0.31846
F -1.91613 0.23956 1.27258
N 0.12527 -1.17789 -0.20950
S 1.61368 -0.47756 0.31671
O 2.54977 -0.86751 -0.77824
O 1.38049 1.08102 0.19447
S -1.09151 -0.26150 -0.47668
O -2.21699 -0.92693 -1.14978
```

## Properties
HOMO (spin up / spin down)   -0.55342 / -0.58300 Ha
E_LUMO (spin up / spin down)   -7.20 / -9.77 eV
Multiplicity   5
Charge   +1

=====

(2)
DFT (ωB97M-V/def2-TZVPD) results for a gas-phase ion, FO2S2 (charge -1) at a distorted geometry.

```
5
FO2S2 ωB97M-V/def2-TZVPD
O -0.48296 -0.74846 -1.27985
O -0.75494 -0.60794 1.24788
F -0.61241 1.52030 0.09448
S 1.89082 0.04089 -0.07333
S -0.04051 -0.20479 0.01081
```

## Properties
HOMO   -0.17061 Ha
E_LUMO   3.67 eV
Charge   -1
Structure (SMILES)   O=S(=O)(F)[S-]

=====

(3)
DFT (ωB97M-V/def2-TZVPD) results for a single FOPS molecule at a distorted geometry.

```
4
FOPS ωB97M-V/def2-TZVPD
O -1.84488 -0.76954 0.09743
F 2.59685 0.13245 0.08620
P -1.52172 0.69620 -0.05992
S 0.76974 -0.05911 -0.12371
```

## Properties
HOMO   -0.36372 Ha
E_LUMO   -2.39 eV
Structure (SMILES)   O=PSF

=====

(4)
DFT (ωB97M-V/def2-TZVPD) results for a molecular structure, FSr at a distorted geometry.

```
2
FSr ωB97M-V/def2-TZVPD
Sr 8.52552 3.59188 -13.47414
F 6.99542 4.26462 -15.50664
```

## Properties
HOMO   -0.52285 Ha
E_LUMO   -6.56 eV
Charge   +1

=====

(5)
DFT (ωB97M-V/def2-TZVPD) results for a molecular structure, H10InO5 at a distorted geometry.

```
16
H10InO5 ωB97M-V/def2-TZVPD
In -30.62207 -22.45172 -15.63071
O -29.81678 -23.62621 -18.17033
H -29.46223 -23.04041 -18.86714
H -29.92120 -24.49594 -18.59946
O -32.08546 -20.09927 -15.51228
H -31.98261 -19.35758 -16.14260
H -32.98157 -19.99398 -15.13658
O -31.36875 -21.85024 -12.93818
H -32.32862 -21.96634 -12.84164
H -31.07545 -21.43551 -12.10283
O -31.83812 -25.02941 -16.24022
H -32.67252 -25.01481 -15.73532
H -31.65875 -25.97829 -16.39761
O -28.65828 -24.60497 -15.80743
H -28.58765 -24.94972 -14.89932
H -28.05764 -25.16472 -16.33519
```

## Properties
HOMO   -0.89117 Ha
E_LUMO   -19.31 eV
Charge   +3

=====

(6)
DFT (ωB97M-V/def2-TZVPD) results for a molecular structure, H10LiO5 at a distorted geometry.

```
16
H10LiO5 ωB97M-V/def2-TZVPD
Li -0.22844 0.12425 0.13419
O 1.31856 -1.29475 0.94519
H 1.21756 -1.30575 1.90219
H 2.14156 -0.70175 0.88119
O 1.22456 1.52925 0.97019
H 1.80356 2.02025 0.29519
H 1.57156 1.53925 1.72819
O -1.62344 -1.73275 0.26619
H -1.60544 -1.75975 1.13819
H -1.81444 -2.62775 0.08019
O -1.52544 1.43425 -0.39081
H -1.84444 1.48225 -1.28981
H -2.08344 2.02825 0.15319
O 0.35256 -0.18475 -1.94281
H 0.87156 -0.94075 -2.08381
H 0.22356 0.39025 -2.78681
```

## Properties
HOMO   -0.57440 Ha
E_LUMO   -3.38 eV
Charge   +1

=====

Energy above the lowest of the compared OMol25 structures with the same formula, charge and spin (computed, kJ/mol): 185.31; 19.08; 362.51; 123.14; 138.23; 155.83